Entry from OMol25: C13H43O23P7 as an isolated structure (wB97M-V/def2-TZVPD).

Computed properties:
max |F| = 7.60 eV Å⁻¹
HOMO-LUMO gap = 8.20 eV
charge = 0

Last column: Mulliken charge in e.
Geometry (Å):
C  6.97755  -0.41607  -2.04417  -0.82
O  5.94504  0.42102  -1.47335  0.04
P  4.51087  -0.19782  -1.65232  0.68
O  4.41343  -1.55944  -1.11967  -0.63
O  4.17603  -0.11204  -3.20508  -0.52
O  3.55511  0.82150  -0.87922  -0.30
P  2.32589  0.15897  0.08613  0.12
P  0.94672  -0.89675  -1.23019  0.58
O  -0.29106  -1.03431  -0.46210  -0.50
O  0.65318  -0.02060  -2.52589  -0.46
O  1.49887  -2.32030  -1.71196  -0.45
H  7.52662  0.14649  -2.79439  0.30
H  7.67762  -0.67483  -1.25642  0.24
H  6.58084  -1.31462  -2.50613  0.42
H  3.66454  -0.89571  -3.45135  0.38
H  2.86810  -0.86204  0.89421  0.15
H  1.44271  0.13935  -3.06205  0.35
H  1.99140  -2.70534  -0.97064  0.36
C  -0.07786  -4.13238  3.49430  -0.64
O  0.11619  -2.77747  3.92359  -0.33
P  1.63660  -2.23048  3.96471  1.15
O  2.12784  -2.30305  2.58251  -0.57
O  2.18785  -3.47964  4.88452  -0.39
C  1.56561  -3.80024  6.13148  -0.85
O  2.66669  -1.16698  4.64463  -0.33
C  2.47517  -0.72486  6.00548  -0.66
H  -0.90528  -4.12773  2.78867  0.20
H  0.80640  -4.54406  3.01646  0.36
H  -0.34648  -4.74561  4.35431  0.26
H  1.29295  -4.85517  6.12530  0.29
H  0.66509  -3.21022  6.30944  0.40
H  2.27278  -3.62970  6.94256  0.28
H  2.91346  -1.44625  6.69407  0.24
H  1.42196  -0.58013  6.24166  0.32
H  2.99034  0.22472  6.12041  0.26
C  -5.79475  -2.83972  2.60237  -0.70
O  -6.06621  -1.81909  1.64659  -0.51
P  -5.72926  -2.17721  0.06569  1.41
O  -6.68196  -3.31651  -0.06416  -0.72
O  -4.19329  -2.65002  0.37052  -0.38
C  -3.23334  -1.70120  0.87266  -0.52
O  -5.44819  -2.09034  -1.56180  -0.28
C  -4.65851  -1.04499  -2.18171  -0.70
H  -6.65627  -2.89532  3.26585  0.26
H  -5.63244  -3.80757  2.13696  0.35
H  -4.91388  -2.56483  3.18698  0.23
H  -2.78640  -2.10520  1.78171  0.09
H  -3.69247  -0.73893  1.10803  0.38
H  -2.44751  -1.55369  0.13661  0.28
H  -3.59577  -1.29132  -2.13105  0.29
H  -4.84166  -0.07280  -1.73377  0.32
H  -4.95960  -1.00362  -3.22390  0.27
C  11.18267  5.35716  -1.00874  -0.69
O  10.58017  4.15170  -0.52435  -0.41
P  9.22013  3.67459  -1.25880  1.13
O  9.56928  3.41959  -2.65980  -0.72
O  8.42866  5.10340  -1.08572  -0.40
C  8.30497  5.72222  0.19701  -0.83
O  7.89741  2.75768  -1.03851  -0.07
C  7.33436  2.67634  0.29792  -0.60
H  12.24869  5.16646  -1.10629  0.27
H  10.77847  5.66200  -1.96997  0.36
H  11.02956  6.15331  -0.27967  0.24
H  8.67310  6.74577  0.12849  0.29
H  8.87499  5.19920  0.96669  0.39
H  7.25464  5.75011  0.48524  0.28
H  6.67125  3.52213  0.47486  0.20
H  8.12163  2.65499  1.05155  0.34
H  6.75649  1.76064  0.36491  0.23
C  -9.05129  -1.12164  -2.02824  -0.74
O  -8.91623  -0.56703  -3.35138  -0.45
P  -8.39322  0.97606  -3.34077  1.21
O  -7.08256  0.88171  -2.68582  -0.58
O  -9.57322  1.49399  -2.31406  -0.37
C  -10.95240  1.29410  -2.63023  -0.85
O  -8.31609  2.41568  -4.10292  -0.34
C  -9.38888  2.84849  -4.96465  -0.64
H  -8.60542  -2.11389  -2.02952  0.31
H  -8.55962  -0.50988  -1.27967  0.37
H  -10.10962  -1.21351  -1.78209  0.27
H  -11.43285  0.78627  -1.79433  0.30
H  -11.08849  0.68827  -3.52778  0.40
H  -11.43511  2.26080  -2.77291  0.28
H  -10.17737  3.31065  -4.37149  0.24
H  -9.79962  2.02564  -5.54829  0.31
H  -8.98576  3.59116  -5.64774  0.26

Cartesian forces, eV/Å:
C 0.76 0.29 -0.18
O -0.39 0.19 -0.59
P 0.44 -0.56 1.19
O -0.31 -0.36 -0.28
O -0.32 0.27 -0.03
O 0.49 -0.79 -0.43
P -0.91 1.74 0.71
P -0.94 -0.78 0.78
O -0.15 0.18 0.40
O 0.88 -0.27 -0.21
O 0.34 0.53 -0.46
H -0.16 0.24 -0.02
H -0.12 -0.13 0.15
H -0.12 -0.10 0.14
H 0.17 -0.11 -0.11
H 0.23 -0.34 -0.63
H -0.12 0.16 -0.15
H 0.20 -0.17 -0.19
C -0.14 -0.40 -0.09
O -0.43 2.78 1.08
P 3.29 -4.56 -1.36
O -0.13 0.54 -0.17
O -0.19 0.24 0.17
C 0.12 -0.13 -0.16
O -2.82 1.35 0.39
C 0.22 -0.02 0.09
H 0.02 0.12 0.00
H 0.06 0.14 -0.03
H 0.03 0.07 0.03
H 0.00 -0.01 0.01
H -0.03 -0.03 0.01
H 0.01 -0.01 0.01
H -0.03 -0.03 -0.04
H 0.00 0.02 0.02
H 0.01 0.01 -0.11
C 0.36 -0.16 0.24
O -0.18 3.16 -1.12
P 0.63 -7.56 0.45
O -0.41 0.45 -0.11
O 0.09 0.92 0.08
C 0.05 -0.14 -0.02
O -0.48 3.53 0.55
C 0.26 -0.26 -0.09
H -0.06 0.08 -0.08
H -0.09 0.03 -0.10
H 0.00 0.01 -0.03
H -0.02 0.01 0.02
H 0.00 -0.02 0.07
H 0.01 0.01 0.00
H -0.03 -0.07 0.15
H -0.07 0.03 -0.08
H -0.10 0.04 0.03
C 0.18 0.37 -0.05
O -0.78 -2.20 1.61
P -1.33 3.51 -4.05
O 0.14 -0.42 0.14
O 0.14 -0.24 0.41
C -0.02 0.10 -0.20
O 1.89 -0.86 2.35
C -0.15 0.01 -0.07
H -0.03 -0.11 0.01
H -0.05 -0.14 -0.04
H -0.04 -0.06 0.01
H -0.01 0.01 0.00
H 0.02 0.03 0.02
H -0.01 0.00 0.00
H 0.05 0.02 -0.05
H -0.06 0.00 0.07
H 0.05 -0.04 -0.14
C -0.19 -0.48 0.45
O -0.19 0.77 -2.85
P 0.40 1.05 5.72
O 0.40 0.32 -0.49
O -0.16 0.04 -0.43
C 0.11 0.01 0.20
O -0.49 -2.05 -2.33
C -0.04 0.23 0.08
H 0.12 0.07 -0.18
H 0.08 0.01 -0.06
H 0.00 0.08 -0.10
H -0.01 0.00 0.00
H -0.03 -0.04 0.02
H -0.01 0.01 0.00
H 0.02 -0.05 0.03
H -0.02 0.02 -0.03
H 0.10 -0.03 0.03

=====

Entry from OMol25: C14H13AuBrN2O2 as an isolated structure (wB97M-V/def2-TZVPD).

Computed properties:
max |F| = 1.56 eV Å⁻¹
HOMO-LUMO gap = 7.02 eV
charge = -1

Last column: Mulliken charge in e.
Geometry (Å):
Au  0.24072  0.01934  0.08387  0.23
Br  -0.61808  -2.77454  1.28334  -0.21
C  0.99158  -3.43388  0.43655  0.10
C  1.20886  -4.76974  0.66356  -0.61
C  2.29787  -5.42742  0.08200  -0.43
C  3.14960  -4.71676  -0.71092  -0.82
C  2.96426  -3.33637  -0.92361  1.01
C  3.89518  -2.64693  -1.72231  -0.73
C  3.75902  -1.30453  -1.92591  -0.88
C  2.69111  -0.62530  -1.33276  0.04
C  1.70828  -1.22686  -0.56225  -0.47
C  1.85587  -2.63141  -0.35084  0.53
H  0.52522  -5.31557  1.29751  0.38
H  2.44505  -6.48426  0.25998  0.36
H  3.99864  -5.19041  -1.18839  0.29
H  4.71760  -3.20960  -2.14697  0.29
H  4.46937  -0.76218  -2.54109  0.38
H  2.64845  0.44555  -1.48392  0.28
C  -1.26642  4.12048  -1.65988  -1.35
C  -0.69409  2.97701  -0.86150  0.54
N  0.38157  2.36269  -1.19879  -0.26
O  0.98734  2.75627  -2.41832  -0.45
C  -1.36342  2.55936  0.33457  0.48
C  -2.28093  3.51992  1.04712  -1.37
N  -1.22482  1.33187  0.79006  -0.04
O  -1.87570  0.99325  1.84648  -0.71
H  -1.12578  3.92469  -2.72182  0.44
H  -0.74406  5.04768  -1.42408  0.29
H  -2.32312  4.25696  -1.45410  0.31
H  1.74065  2.15224  -2.47073  0.36
H  -1.84985  4.52073  1.09612  0.31
H  -2.41039  3.11879  2.05339  0.42
H  -3.26780  3.57423  0.57991  0.28

Cartesian forces, eV/Å:
Au 0.03 -0.48 0.12
Br 0.47 -0.20 -0.20
C -0.71 -0.34 0.50
C -0.25 0.24 0.10
C 0.25 0.02 -0.19
C 0.02 -0.28 0.11
C -0.18 0.12 0.02
C 0.18 0.18 -0.16
C 0.25 -0.31 -0.08
C -0.25 0.17 0.11
C 0.09 0.30 -0.14
C 0.18 -0.08 -0.02
H -0.05 0.00 -0.02
H 0.02 -0.04 0.00
H 0.04 -0.07 0.01
H 0.04 0.02 -0.07
H 0.03 -0.02 0.04
H -0.08 0.10 0.00
C 0.15 -0.18 -0.17
C 0.92 0.25 -1.23
N 0.46 0.08 0.15
O -0.49 0.32 0.02
C -0.75 -0.13 0.74
C 0.23 -0.43 0.11
N -0.27 0.43 0.44
O 0.16 -0.12 -0.27
H 0.01 0.04 -0.02
H 0.03 0.07 0.02
H -0.06 0.00 0.03
H -0.32 0.09 0.13
H -0.05 0.07 -0.07
H -0.06 0.14 -0.03
H -0.06 0.06 0.03